No. 1
Entry from the OMol25 dataset: C8H16CoN3O5 as an isolated structure in a non-equilibrium geometry (ωB97M-V/def2-TZVPD).

Each line ends with the Löwdin spin population.
Geometry (Å):
Co (1.83, -1.13, -0.04)  0.98
C (-2.06, -0.30, -3.49)  0.00
N (-0.64, -0.48, -3.24)  0.00
C (0.26, -0.39, -4.39)  0.00
C (-0.17, -0.77, -2.04)  0.00
O (1.04, -1.02, -1.83)  0.01
C (-1.15, -0.83, -0.88)  0.00
O (-0.43, -1.14, 0.31)  0.00
C (-0.75, -0.40, 1.48)  0.00
C (0.42, 0.52, 1.83)  0.00
O (1.44, 0.49, 1.11)  0.02
N (0.31, 1.34, 2.87)  0.00
C (-0.83, 1.36, 3.78)  0.00
C (1.40, 2.24, 3.22)  0.00
H (-2.19, 0.08, -4.50)  0.00
H (-2.51, 0.42, -2.81)  0.00
H (-2.60, -1.25, -3.42)  0.00
H (0.24, 0.62, -4.80)  0.00
H (-0.06, -1.09, -5.16)  0.00
H (1.27, -0.64, -4.09)  0.00
H (-1.89, -1.61, -1.06)  0.00
H (-1.65, 0.13, -0.79)  0.00
H (-0.91, -1.12, 2.28)  0.00
H (-1.65, 0.19, 1.34)  0.00
H (-1.62, 0.69, 3.47)  0.00
H (-1.22, 2.38, 3.84)  0.00
H (-0.50, 1.07, 4.77)  0.00
H (2.20, 2.16, 2.50)  0.00
H (1.78, 2.00, 4.21)  0.00
H (1.02, 3.27, 3.23)  0.00
O (2.30, -2.61, 1.21)  -0.02
N (3.54, -2.53, 0.97)  0.00
O (3.78, -1.64, 0.13)  -0.02

As for the lowest unoccupied orbital energy (alpha / beta): -4.15 / -3.19 eV. The molar mass comes out at 293.16 g mol⁻¹. The spin multiplicity is 2. The charge is +1. For the HOMO energy (alpha / beta), the calculation gives -12.908 / -12.965 eV. The value obtained for the frontier orbital gap (alpha / beta) is 8.756 / 9.771 eV. The total energy is -2237.36151 Eh.

***

No. 2
Entry from the OMol25 dataset: C8H16F4Li2N2O12S6 as an isolated structure in a non-equilibrium geometry (ωB97M-V/def2-TZVPD).

Each line ends with the Löwdin charge.
Geometry (Å):
Li (-2.20, -2.45, 1.65)  0.73
Li (-0.68, -0.66, 0.67)  0.58
N (-0.62, -2.66, 0.43)  -0.44
S (-1.37, -3.41, -0.89)  0.52
O (-2.01, -4.62, -0.54)  -0.23
O (-0.74, -3.22, -2.14)  -0.22
F (-2.57, -2.35, -0.85)  -0.20
S (0.86, -3.30, 0.26)  0.46
O (1.69, -2.61, -0.66)  -0.23
O (0.81, -4.71, 0.26)  -0.23
F (1.43, -2.92, 1.68)  -0.16
N (-2.28, -0.42, 1.71)  -0.45
S (-2.03, 0.14, 3.28)  0.52
O (-2.93, 1.10, 3.77)  -0.21
O (-0.65, 0.18, 3.55)  -0.24
F (-2.51, -1.24, 3.95)  -0.19
S (-3.23, 0.74, 1.09)  0.49
O (-2.55, 1.97, 0.92)  -0.22
O (-4.60, 0.66, 1.43)  -0.22
F (-3.19, 0.11, -0.38)  -0.19
C (0.21, -0.09, -4.95)  -0.20
C (-1.18, -0.62, -4.57)  -0.22
C (-1.70, 0.22, -3.42)  -0.20
S (-0.23, 0.66, -2.46)  0.69
O (-0.13, -0.17, -1.28)  -0.40
O (-0.19, 2.08, -2.34)  -0.29
C (0.97, 0.06, -3.64)  -0.21
H (0.12, 0.89, -5.43)  0.12
H (0.75, -0.76, -5.62)  0.12
H (-1.18, -1.70, -4.44)  0.11
H (-1.84, -0.45, -5.42)  0.12
H (-2.39, -0.32, -2.78)  0.09
H (-2.07, 1.19, -3.73)  0.11
H (1.19, -0.94, -3.25)  0.11
H (1.86, 0.69, -3.58)  0.11
C (2.32, 2.09, 3.80)  -0.21
C (3.57, 1.85, 2.97)  -0.21
C (3.08, 1.13, 1.71)  -0.21
S (1.54, 1.95, 1.28)  0.68
O (0.54, 0.94, 1.02)  -0.39
O (1.80, 2.95, 0.29)  -0.28
C (1.27, 2.71, 2.88)  -0.20
H (2.48, 2.75, 4.65)  0.12
H (1.96, 1.14, 4.21)  0.12
H (4.30, 1.20, 3.47)  0.12
H (4.11, 2.76, 2.70)  0.12
H (2.84, 0.10, 1.99)  0.11
H (3.72, 1.12, 0.83)  0.11
H (0.25, 2.50, 3.18)  0.09
H (1.41, 3.78, 2.74)  0.11

As for the lowest unoccupied orbital energy: -0.37 eV. The molar mass comes out at 614.49 g mol⁻¹. The charge is 0. For the HOMO energy, the calculation gives -10.508 eV. The value obtained for the frontier orbital gap is 10.134 eV. The total energy is -4130.58711 Eh.

***

No. 3
Entry from the OMol25 dataset: an isolated ion of composition C8H16N and charge +1 in a non-equilibrium geometry (ωB97M-V/def2-TZVPD).

Each line ends with the Löwdin charge.
Geometry (Å):
C (-0.85, -1.48, 0.83)  0.06
C (-1.02, -0.42, 0.00)  -0.30
C (-2.05, -0.30, -1.09)  -0.06
C (0.23, 0.55, 0.17)  -0.36
C (0.50, 0.93, 1.70)  0.00
C (0.07, 1.89, -0.71)  0.02
N (1.36, -0.34, -0.32)  -0.11
C (2.50, -0.42, 0.25)  0.19
C (1.05, -1.11, -1.52)  0.02
H (-1.43, -2.43, 0.76)  0.11
H (0.01, -1.51, 1.43)  0.04
H (-1.74, 0.21, -1.97)  0.06
H (-3.07, -0.02, -0.53)  0.15
H (-2.39, -1.32, -1.34)  0.09
H (0.12, 0.19, 2.45)  0.11
H (0.02, 1.88, 1.90)  0.09
H (1.58, 1.01, 1.82)  0.05
H (1.10, 2.26, -0.82)  0.10
H (-0.66, 2.49, -0.16)  0.10
H (-0.35, 1.79, -1.69)  0.06
H (2.57, 0.15, 1.17)  0.09
H (3.22, -1.20, -0.13)  0.16
H (2.01, -1.38, -2.03)  0.12
H (0.18, -0.61, -2.18)  0.16
H (0.57, -1.98, -1.29)  0.06

As for the lowest unoccupied orbital energy: -4.50 eV. The molar mass comes out at 126.22 g mol⁻¹. The structure (SMILES) is C=C(C)C(C)(C)[N+](=C)C. The charge is +1. For the HOMO energy, the calculation gives -13.268 eV. The value obtained for the frontier orbital gap is 8.766 eV. The total energy is -368.81800 Eh. The energy above the lowest of the compared OMol25 structures with the same formula, charge and spin is 311.29 kJ/mol.

***

No. 4
Entry from the OMol25 dataset: a 2-piece molecular cluster, C8H16N overall in a non-equilibrium geometry (ωB97M-V/def2-TZVPD).

Each line ends with the Löwdin charge.
Geometry (Å):
C (0.55, -0.23, -1.16)  0.24
C (2.05, 0.12, -2.78)  0.08
C (2.46, 1.55, -2.77)  -0.13
C (0.11, 1.26, 1.78)  -0.10
C (-0.80, -1.80, 1.64)  -0.02
C (-2.56, -0.90, -0.12)  0.01
C (-1.22, 0.60, 1.40)  -0.22
C (-1.17, -0.72, 0.63)  -0.58
N (-0.16, -0.63, -0.31)  0.10
H (1.33, -0.05, -3.63)  0.12
H (2.57, -0.69, -2.20)  0.10
H (2.64, 1.80, -3.81)  0.10
H (3.31, 1.97, -2.11)  0.13
H (1.59, 2.15, -2.56)  0.09
H (0.58, 2.05, 1.03)  0.11
H (0.88, 0.58, 2.10)  0.06
H (-0.32, 1.86, 2.63)  0.10
H (-0.13, -1.49, 2.52)  0.12
H (-0.38, -2.67, 1.21)  0.07
H (-1.77, -2.05, 2.18)  0.11
H (-2.57, -1.62, -0.96)  0.10
H (-3.28, -1.39, 0.62)  0.12
H (-2.84, 0.05, -0.45)  0.05
H (-1.81, 1.38, 0.87)  0.13
H (-1.69, 0.31, 2.33)  0.12

As for the lowest unoccupied orbital energy: -5.08 eV. The molar mass comes out at 126.22 g mol⁻¹. The charge is +1. For the HOMO energy, the calculation gives -14.570 eV. The value obtained for the frontier orbital gap is 9.490 eV. The total energy is -368.78548 Eh. The energy above the lowest of the compared OMol25 structures with the same formula, charge and spin is 396.68 kJ/mol.

***

No. 5
Entry from the OMol25 dataset: one molecule with the formula C8H16N2 in a non-equilibrium geometry (ωB97M-V/def2-TZVPD).

Each line ends with the Löwdin charge.
Geometry (Å):
C (-0.57, -2.12, -1.77)  -0.07
N (-0.32, -0.84, -1.11)  -0.19
C (-1.46, 0.04, -0.78)  -0.17
C (-1.03, 1.52, -0.61)  -0.15
C (0.31, 1.66, 0.13)  -0.29
C (0.25, 1.16, 1.64)  -0.15
C (0.24, -0.33, 1.89)  -0.20
C (1.15, -1.12, 0.92)  -0.15
N (0.93, -0.59, -0.44)  -0.14
C (1.36, 0.80, -0.59)  -0.14
H (-0.86, -2.86, -1.07)  0.06
H (-1.33, -1.96, -2.53)  0.08
H (0.32, -2.46, -2.30)  0.08
H (-2.22, -0.01, -1.54)  0.10
H (-1.93, -0.33, 0.12)  0.10
H (-0.89, 2.03, -1.62)  0.13
H (-1.84, 1.99, -0.05)  0.11
H (0.57, 2.72, 0.14)  0.13
H (1.14, 1.57, 2.15)  0.11
H (-0.60, 1.61, 2.14)  0.10
H (0.57, -0.55, 2.94)  0.12
H (-0.75, -0.68, 1.85)  0.07
H (0.94, -2.21, 0.97)  0.12
H (2.19, -1.02, 1.24)  0.11
H (2.33, 0.94, -0.08)  0.12
H (1.49, 1.04, -1.64)  0.12

As for the lowest unoccupied orbital energy: 1.05 eV. The molar mass comes out at 140.23 g mol⁻¹. The structure (SMILES) is CN1CC[C@H]2CCCN1C2. The charge is 0. For the HOMO energy, the calculation gives -7.384 eV. The value obtained for the frontier orbital gap is 8.437 eV. The total energy is -423.86993 Eh. The energy above the lowest of the compared OMol25 structures with the same formula, charge and spin is 182.97 kJ/mol.

***

No. 6
Entry from the OMol25 dataset: a 2-piece molecular cluster, C8H16N2 overall in a non-equilibrium geometry (ωB97M-V/def2-TZVPD).

Each line ends with the Löwdin spin population.
Geometry (Å):
C (-0.99, -2.45, -1.45)  0.04
C (-1.07, -2.07, 2.05)  0.24
C (-1.35, -2.24, -0.06)  0.22
C (-2.43, -1.49, 0.48)  0.38
N (-0.56, -2.63, 0.97)  0.01
N (-2.30, -1.47, 1.84)  0.07
H (-0.58, -2.12, 3.01)  0.01
H (-2.52, -0.60, 2.31)  0.00
H (-3.31, -1.13, -0.03)  0.01
H (-1.04, -1.46, -1.94)  0.01
H (-1.47, -3.20, -2.07)  0.02
H (0.08, -2.67, -1.56)  0.00
C (1.83, 2.56, -1.12)  0.00
C (0.40, 2.57, -0.67)  0.00
C (2.57, 3.90, -0.87)  0.00
C (2.74, 1.53, -0.43)  0.00
H (1.92, 2.42, -2.21)  0.00
H (-0.27, 3.39, -0.92)  0.00
H (0.44, 2.53, 0.43)  0.00
H (2.55, 4.25, 0.17)  0.00
H (3.61, 3.87, -1.19)  0.00
H (2.28, 4.85, -1.35)  0.00
H (2.18, 0.58, -0.42)  0.00
H (3.65, 1.24, -0.96)  0.00
H (2.92, 1.88, 0.58)  0.00
H (-0.09, 1.65, -1.03)  0.00

As for the lowest unoccupied orbital energy (alpha / beta): -4.48 / -8.09 eV. The molar mass comes out at 140.23 g mol⁻¹. The spin multiplicity is 2. The charge is +1. For the HOMO energy (alpha / beta), the calculation gives -13.334 / -13.333 eV. The value obtained for the frontier orbital gap (alpha / beta) is 8.858 / 5.248 eV. The total energy is -423.59718 Eh. The energy above the lowest of the compared OMol25 structures with the same formula, charge and spin is 82.60 kJ/mol.